Here is a cluster of 9 separate species, C71H77BBr2F11N2O4 in total from the OMol25 dataset. Energies are from ωB97M-V/def2-TZVPD.

Each line ends with the Mulliken charge.
Atoms and positions in Å:
C: -2.3900 -1.4467 -7.4814  -0.586
O: -2.8403 -1.4885 -6.0809  -0.320
C: -1.8266 -0.8409 -5.1848  0.129
C: -2.6443 -0.3982 -3.8045  0.005
C: -1.7690 -0.7454 -2.4301  -0.552
C: -2.5597 -1.7581 -1.4009  -0.431
C: -2.2321 -1.4490 0.2021  -0.274
C: -1.8783 -2.8457 1.0453  -0.660
C: -1.5709 -2.5198 2.6463  -0.480
C: -1.7254 -3.8644 3.5903  -0.543
C: -0.2054 -4.5344 3.7003  -0.277
C: -0.2174 -5.8519 4.7142  -0.429
C: 0.8046 -7.0504 4.2533  -0.474
C: 1.9139 -7.4734 5.4108  -0.792
C: 2.9768 -6.2811 5.7795  0.393
C: 3.0057 -5.6930 7.3081  -0.556
N: 3.9461 -4.5404 7.7197  0.275
B: 3.8449 -4.1242 9.1839  0.587
N: 2.5110 -3.4994 9.6357  -0.621
O: 4.9795 -4.2822 10.1301  -0.619
C: 4.9136 -3.8458 6.7880  0.507
C: 5.9212 -2.6113 7.1467  -0.332
C: 6.0826 -1.4698 5.9746  -0.672
C: 5.0192 -0.2271 6.0660  0.238
F: 5.5424 0.9703 6.8083  -0.257
Br: 4.7803 0.4286 4.1487  -0.038
C: 3.5158 -0.6261 6.5811  0.314
F: 2.8478 -1.6859 5.7378  -0.139
F: 3.4107 -0.8991 8.0429  -0.116
Br: 2.3785 1.0406 6.2764  -0.034
C: 4.9893 -4.4161 5.2170  -0.681
C: 4.0169 -5.6509 4.6777  0.359
C: 4.1314 -6.1315 3.1133  0.200
O: 4.4139 -7.3632 2.6763  -0.491
O: 3.9032 -5.0894 2.0583  -0.404
H: -3.3161 -1.7136 -8.1598  0.263
H: -1.5520 -2.2526 -7.7148  0.249
H: -2.0157 -0.3826 -7.8256  0.200
H: -0.9383 -1.5765 -4.9825  0.284
H: -1.4251 0.1107 -5.7814  -0.304
H: -2.8545 0.7674 -3.8906  0.029
H: -3.7139 -0.9092 -3.7937  0.173
H: -1.5155 0.2738 -1.9082  0.230
H: -0.7408 -1.1926 -2.8332  0.212
H: -2.3025 -2.8929 -1.6419  0.314
H: -3.7327 -1.6319 -1.5557  0.197
H: -3.2105 -0.9717 0.6915  0.008
H: -1.3725 -0.6577 0.3218  0.266
H: -2.7550 -3.6290 0.8988  0.257
H: -0.8729 -3.2660 0.6057  0.254
H: -2.1470 -1.5831 3.0503  0.372
H: -0.4137 -2.2321 2.6846  0.180
H: -2.1506 -3.5325 4.6530  0.266
H: -2.5257 -4.6187 3.1546  0.356
H: 0.0635 -4.8750 2.5924  0.217
H: 0.5246 -3.7067 4.1027  -0.074
H: -0.0247 -5.4588 5.8001  0.240
H: -1.3436 -6.2449 4.6898  0.324
H: 1.3562 -6.8484 3.2240  0.267
H: 0.1292 -8.0188 4.0931  0.360
H: 1.2739 -7.6643 6.4004  0.362
H: 2.4051 -8.5002 5.1407  0.219
H: 2.2526 -6.1812 8.0834  0.278
H: 2.7830 -2.6333 10.1888  0.239
H: 2.1395 -4.1674 10.3639  0.276
H: 4.9981 -3.3987 10.6413  0.291
H: 5.7019 -2.0373 8.1401  -0.061
H: 7.0061 -3.0913 7.2821  0.506
H: 6.0777 -1.8765 4.8790  0.390
H: 7.1646 -0.9915 6.1367  0.352
H: 5.7355 -3.9755 4.4064  0.372
H: 4.2915 -4.2050 2.3709  0.374
F: 8.9557 1.2167 13.1176  -0.303
C: 7.9831 0.8074 12.2922  0.224
C: 7.8077 1.4482 11.0706  -0.380
C: 6.7985 1.0190 10.2087  -0.537
C: 5.9681 -0.0402 10.5833  -0.140
C: 6.1489 -0.6737 11.8137  -0.519
C: 7.1653 -0.2516 12.6704  -0.461
H: 8.4570 2.2745 10.8003  0.424
H: 6.6582 1.5083 9.2481  0.407
H: 5.1782 -0.3717 9.9126  0.533
H: 5.4987 -1.4951 12.1048  0.349
H: 7.3255 -0.7385 13.6266  0.416
F: -0.8251 1.7819 -4.6444  -0.373
C: -1.0736 2.8824 -5.3667  0.893
C: -1.2896 2.7680 -6.7356  -0.249
C: -1.5534 3.9130 -7.4873  -0.785
C: -1.5874 5.1622 -6.8626  -0.705
C: -1.3642 5.2672 -5.4889  -0.810
C: -1.1116 4.1209 -4.7358  -0.275
H: -1.2510 1.7903 -7.2048  0.194
H: -1.7313 3.8333 -8.5568  0.436
H: -1.7887 6.0555 -7.4500  0.446
H: -1.3871 6.2410 -5.0057  0.679
H: -0.9448 4.1833 -3.6656  0.461
F: 1.3446 -10.3301 3.6197  -0.274
C: 2.0563 -10.7612 2.5699  0.367
C: 3.2699 -10.1524 2.2695  0.006
C: 4.0137 -10.6043 1.1796  -0.531
C: 3.5298 -11.6539 0.3948  -0.447
C: 2.3082 -12.2552 0.7013  -0.466
C: 1.5701 -11.8104 1.7979  -0.465
H: 3.6258 -9.3329 2.8854  0.365
H: 4.9675 -10.1401 0.9410  0.369
H: 4.1082 -12.0031 -0.4580  0.362
H: 1.9316 -13.0692 0.0866  0.363
H: 0.6228 -12.2723 2.0558  0.411
F: -2.3420 7.3527 -10.0947  -0.360
C: -2.0728 8.5337 -9.5226  0.280
C: -3.0716 9.1957 -8.8171  -0.193
C: -2.7903 10.4230 -8.2169  -0.337
C: -1.5150 10.9803 -8.3384  -0.552
C: -0.5206 10.3105 -9.0529  -0.374
C: -0.7990 9.0781 -9.6434  -0.421
H: -4.0586 8.7515 -8.7404  0.441
H: -3.5621 10.9449 -7.6566  0.331
H: -1.2973 11.9397 -7.8739  0.382
H: 0.4701 10.7482 -9.1495  0.375
H: -0.0354 8.5397 -10.1948  0.426
F: -4.8748 0.6259 -0.6023  -0.258
C: -4.7846 1.7198 0.1658  0.254
C: -3.9204 2.7451 -0.2025  -0.299
C: -3.8299 3.8864 0.5943  -0.514
C: -4.5974 3.9849 1.7575  -0.451
C: -5.4582 2.9482 2.1213  -0.409
C: -5.5566 1.8121 1.3185  -0.423
H: -3.3259 2.6473 -1.1049  0.531
H: -3.1631 4.6969 0.3110  0.380
H: -4.5232 4.8733 2.3810  0.371
H: -6.0515 3.0254 3.0293  0.378
H: -6.2272 1.0008 1.5816  0.433
F: -3.0225 8.4745 -5.6413  -0.278
C: -4.2209 8.0669 -5.2028  0.461
C: -5.3390 8.8620 -5.4291  -0.139
C: -6.5878 8.4355 -4.9773  -0.495
C: -6.7029 7.2224 -4.2939  -0.575
C: -5.5738 6.4338 -4.0672  -0.534
C: -4.3272 6.8553 -4.5289  -0.186
H: -5.2291 9.8051 -5.9545  0.357
H: -7.4694 9.0461 -5.1561  0.375
H: -7.6764 6.8923 -3.9378  0.383
H: -5.6652 5.4921 -3.5314  0.449
H: -3.4407 6.2505 -4.3692  0.211
F: -7.0209 3.4251 -5.1132  -0.298
C: -6.9667 2.0877 -5.0591  0.330
C: -7.9609 1.3894 -4.3826  -0.518
C: -7.9077 -0.0034 -4.3304  -0.362
C: -6.8537 -0.6825 -4.9466  -0.657
C: -5.8578 0.0276 -5.6189  -0.084
C: -5.9174 1.4196 -5.6805  -0.494
H: -8.7673 1.9344 -3.9028  0.425
H: -8.6843 -0.5590 -3.8106  0.384
H: -6.8102 -1.7687 -4.9018  0.427
H: -5.0363 -0.5029 -6.0943  0.282
H: -5.1567 1.9868 -6.2064  0.561
F: 2.3526 6.8909 -5.9554  -0.275
C: 2.9942 5.7195 -6.0586  0.084
C: 2.2860 4.5820 -6.4304  0.078
C: 2.9547 3.3630 -6.5430  -0.419
C: 4.3233 3.2931 -6.2716  -0.477
C: 5.0243 4.4395 -5.8942  -0.439
C: 4.3577 5.6602 -5.7926  -0.417
H: 1.2217 4.6538 -6.6291  0.366
H: 2.4116 2.4694 -6.8405  0.392
H: 4.8436 2.3413 -6.3552  0.364
H: 6.0887 4.3818 -5.6795  0.359
H: 4.8888 6.5628 -5.5092  0.420

* HOMO energy: -9.924 eV
* total charge: +1
* gap between HOMO and LUMO: 4.62 eV

Here is a structure of composition C32H36Cl3FN5OPtSSi from the OMol25 dataset. Energies are from ωB97M-V/def2-TZVPD.

Each line ends with the Mulliken charge.
Atoms and positions in Å:
Pt: 0.4529 -0.3795 -0.4037  2.587
C: 0.6856 6.5221 -1.5218  -1.570
C: 1.0810 5.0932 -1.2697  0.474
C: 2.0394 4.4513 -2.0615  -1.116
C: 2.3789 3.1317 -1.8770  -1.025
C: 1.8148 2.3434 -0.8452  1.138
N: 2.0942 1.0124 -0.7163  0.517
C: 3.1393 0.4845 -1.4746  -1.000
C: 4.4792 0.5407 -1.1072  -0.605
C: 5.4506 -0.0545 -1.8905  -0.985
C: 5.1109 -0.7145 -3.0707  0.480
C: 6.1546 -1.4290 -3.8854  -1.581
C: 3.7818 -0.7096 -3.4753  -0.771
C: 2.8089 -0.0933 -2.7002  0.825
N: 1.4764 0.0766 -3.2289  1.017
C: 1.1750 0.0443 -4.5439  -0.182
C: -0.1504 0.3582 -4.6985  -1.225
C: -0.6106 0.5713 -3.3987  -0.617
N: 0.3611 0.4098 -2.5117  -0.227
C: 0.8614 3.0114 -0.0621  -0.102
C: 0.4973 4.3390 -0.2740  -0.673
N: 0.2979 2.3468 1.0642  0.049
C: 0.1133 2.8933 2.2769  -0.084
C: -0.3412 1.9098 3.1293  -1.761
C: -0.3840 0.7641 2.3479  -0.566
N: -0.0286 1.0413 1.0876  -0.140
H: 1.5588 7.1409 -1.7291  0.384
H: 0.1708 6.9487 -0.6610  0.365
H: 0.0175 6.6033 -2.3818  0.294
H: 2.5151 5.0034 -2.8650  0.425
H: 3.1089 2.6748 -2.5331  0.445
H: 4.7380 1.0490 -0.1855  0.541
H: 6.4883 -0.0151 -1.5811  0.418
H: 7.1317 -0.9610 -3.7697  0.390
H: 5.9017 -1.4285 -4.9457  0.367
H: 6.2474 -2.4697 -3.5682  0.294
H: 3.5273 -1.1998 -4.4066  0.457
H: 1.9230 -0.1652 -5.2873  0.389
H: -0.7013 0.4312 -5.6193  0.454
H: -1.6018 0.8393 -3.0744  0.501
H: -0.2672 4.7795 0.3570  0.519
H: 0.3769 3.9222 2.4504  0.568
H: -0.5527 2.0003 4.1805  0.486
H: -0.6157 -0.2448 2.6395  1.110
F: 2.6751 -3.5037 4.3533  -0.349
C: 2.1642 -2.8380 3.3046  0.198
C: 2.8566 -1.7581 2.7935  -0.805
C: 2.3174 -1.0680 1.7161  -0.101
C: 1.1031 -1.4634 1.1733  -0.383
C: 0.4474 -2.5710 1.6788  -0.047
C: 0.9688 -3.2663 2.7622  -0.961
H: 3.7995 -1.4667 3.2366  0.504
H: 2.8388 -0.2092 1.3114  0.386
H: -0.4559 -2.9276 1.1987  0.788
H: 0.4782 -4.1413 3.1677  0.585
C: -5.8346 -1.9052 0.0606  -0.970
C: -6.0525 -1.1168 1.3470  -0.390
C: -5.0203 -0.0239 1.5912  -0.862
S: -3.3643 -0.4508 2.1681  0.740
O: -2.7197 -1.3838 1.0620  -0.062
C: -3.7428 -1.6107 3.5004  -1.101
C: -3.9577 -3.0788 3.1148  -0.196
C: -2.6981 -3.9219 3.2415  -1.177
H: -6.6407 -2.6242 -0.0803  0.360
H: -4.8937 -2.4538 0.0619  0.081
H: -5.8265 -1.2400 -0.8049  0.356
H: -6.1224 -1.7818 2.2095  0.222
H: -7.0136 -0.6000 1.2983  0.426
H: -5.3342 0.6750 2.3748  0.534
H: -4.8340 0.5681 0.6962  0.451
H: -4.6404 -1.1656 3.9364  0.564
H: -2.9337 -1.4928 4.2225  0.580
H: -4.3629 -3.1521 2.1067  0.086
H: -4.7284 -3.4636 3.7855  0.491
H: -1.9040 -3.5404 2.6036  -0.061
H: -2.9006 -4.9508 2.9452  0.451
H: -2.3342 -3.9330 4.2707  0.426
Cl: 0.9268 -2.3383 -1.5617  -0.351
Si: -1.7750 -0.9707 -0.3576  0.106
Cl: -2.4428 -2.4953 -1.5158  -0.374
Cl: -2.7492 0.7918 -0.8812  -0.409

* HOMO energy: -9.498 eV
* total charge: +1
* gap between HOMO and LUMO: 6.64 eV